No. 1
12
Properties=species:S:1:pos:R:3:nbo_charge:R:1 method="wB97M-V/def2-TZVPD" homo_energy_ha="-0.251 / -0.363" spin_multiplicity=3 mol_weight_g_mol=102.158 lumo_energy_ev="0.69 / -2.20" s_squared=2.020
S -0.69 0.02 0.57 0.39
O 2.43 1.81 0.62 -0.49
C 0.10 1.41 1.21 -0.32
C -0.09 -0.79 -0.73 -0.40
C -0.95 -1.91 -1.26 -0.68
C 1.36 2.03 1.21 0.23
H 1.18 2.79 1.99 0.11
H -0.73 1.99 1.82 0.23
H 0.81 -0.43 -1.18 0.22
H -1.39 -1.72 -2.26 0.24
H -0.46 -2.93 -1.53 0.24
H -1.57 -2.29 -0.46 0.23

***

No. 2
13
Properties=species:S:1:pos:R:3:nbo_charge:R:1 method="wB97M-V/def2-TZVPD" homo_energy_ha=-0.300 spin_multiplicity=1 mol_weight_g_mol=134.225 lumo_energy_ev=-1.02
S -1.69 1.74 0.20 0.19
S -3.43 -0.75 -0.33 0.27
O -0.59 -0.78 0.55 -0.57
C 0.50 -0.42 -0.04 0.35
C 1.79 -0.60 0.84 -0.63
C -2.19 0.13 -0.03 -0.20
C 0.71 -0.05 -1.30 -0.58
H 1.81 0.21 1.66 0.21
H -2.91 2.30 0.50 0.16
H 2.64 -0.47 0.24 0.21
H 1.64 0.00 -1.71 0.21
H 1.93 -1.51 1.21 0.20
H -0.22 0.19 -1.78 0.18

***

No. 3
12
Properties=species:S:1:pos:R:3:nbo_charge:R:1 method="wB97M-V/def2-TZVPD" homo_energy_ha="-0.281 / -0.295" spin_multiplicity=1 mol_weight_g_mol=116.040 smiles="C#[PH]C=P#CC" lumo_energy_ev="-1.37 / -0.53"
P 2.41 0.03 -0.09 0.78
P -0.31 -1.37 -0.33 0.75
C -1.42 -0.47 0.38 -0.29
C -2.53 0.35 0.00 -0.74
C 1.47 1.41 -0.24 -0.69
C 1.33 -1.30 0.31 -0.90
H -1.99 1.00 -0.72 0.26
H -2.92 0.84 0.86 0.23
H 3.54 -0.52 0.54 -0.01
H 1.89 -2.16 0.21 0.21
H -3.43 -0.16 -0.51 0.24
H 1.96 2.33 -0.41 0.16